Computed, not measured: a molecular structure, C10H8F6NO7RhS3, with wB97M-V/def2-TZVPD.

Output
HOMO-LUMO gap (eV): 5.9
ΔE to the lowest compared entry with this formula, charge and spin (eV): 0.569
LUMO energy (eV): 4.81
Total energy (hartree): -2871.588343
Strongest force on any atom (eV Å⁻¹): 0.3
Net charge: -2
Molar mass (g/mol): 567.269

Cartesian coordinates (Å):
1 Rh 0.631 1.450 0.368
2 F -2.846 -3.032 -2.659
3 C -1.614 -2.541 -2.887
4 F -1.301 -2.814 -4.163
5 F -1.658 -1.223 -2.742
6 S -0.407 -3.335 -1.735
7 O -0.868 -2.958 -0.429
8 O -0.467 -4.716 -2.127
9 N 0.977 -2.740 -2.162
10 S 1.617 -1.414 -1.568
11 O 0.669 -0.463 -1.052
12 O 2.804 -1.690 -0.822
13 C 2.207 -0.664 -3.145
14 F 3.083 -1.471 -3.765
15 F 2.815 0.486 -2.884
16 F 1.191 -0.442 -3.977
17 C 0.368 1.110 1.995
18 C -0.311 0.262 2.985
19 C -0.726 -1.019 2.606
20 C -1.366 -1.847 3.513
21 C -1.601 -1.412 4.814
22 C -1.190 -0.142 5.200
23 C -0.549 0.688 4.292
24 H -0.536 -1.345 1.589
25 H -1.682 -2.836 3.203
26 H -2.101 -2.059 5.526
27 H -1.372 0.201 6.213
28 H -0.225 1.682 4.579
29 C 0.553 4.807 -0.603
30 S 0.569 3.801 -2.070
31 O -0.508 4.299 -2.911
32 O 1.898 3.957 -2.626
33 O 0.302 2.421 -1.601
34 H 0.712 5.841 -0.909
35 H 1.342 4.467 0.062
36 H -0.408 4.690 -0.107

---

Computed, not measured: C8H6FNO2 in the gas phase, with wB97M-V/def2-TZVPD.

Output
HOMO-LUMO gap (eV): 8.7
ΔE to the lowest compared entry with this formula, charge and spin (eV): 2.435
LUMO energy (eV): 0.09
Total energy (hartree): -613.465794
Strongest force on any atom (eV Å⁻¹): 6.7
Net charge: 0
Molar mass (g/mol): 167.139

Cartesian coordinates (Å):
1 C 1.469 1.022 -1.832
2 C 1.222 -0.340 -2.050
3 C 0.880 1.600 -0.716
4 C 0.323 -1.001 -1.278
5 C 0.195 0.898 0.235
6 C -0.157 -0.421 -0.105
7 C -0.385 1.355 1.564
8 C -1.063 -1.284 0.724
9 N -0.993 0.336 2.211
10 O -0.319 2.533 1.891
11 O -0.825 -2.361 1.312
12 F -2.392 -1.061 0.512
13 H 2.081 1.496 -2.473
14 H 1.658 -0.932 -2.951
15 H 0.951 2.676 -0.363
16 H 0.056 -2.007 -1.682
17 H -1.226 0.333 3.206
18 H -1.475 -2.843 1.795

---

Computed, not measured: a gas-phase ion, C9H9O3S (charge -1), with wB97M-V/def2-TZVPD.

Output
HOMO-LUMO gap (eV): 8.0
ΔE to the lowest compared entry with this formula, charge and spin (eV): 0.000
SMILES string: CO[C@@](S)(C(=O)[O-])c1ccccc1
LUMO energy (eV): 3.32
Total energy (hartree): -972.311565
Strongest force on any atom (eV Å⁻¹): 2.7
Net charge: -1
Molar mass (g/mol): 197.235

Cartesian coordinates (Å):
1 C 2.737 1.203 -0.149
2 C 2.407 0.212 0.759
3 C 1.758 1.716 -0.986
4 C 1.113 -0.268 0.827
5 C 0.468 1.230 -0.932
6 C 0.130 0.218 -0.033
7 C -2.090 0.942 0.941
8 C -0.991 -2.563 0.071
9 C -1.275 -0.227 0.119
10 O -2.880 1.603 0.265
11 O -1.766 1.003 2.113
12 O -1.485 -1.434 0.750
13 S -2.121 -0.302 -1.699
14 H 3.749 1.585 -0.201
15 H 3.164 -0.184 1.425
16 H 2.006 2.507 -1.684
17 H 0.847 -1.014 1.562
18 H -0.293 1.627 -1.587
19 H -1.549 -2.709 -0.862
20 H -1.152 -3.417 0.732
21 H 0.072 -2.470 -0.175
22 H -2.850 0.741 -1.254

---

Computed, not measured: a molecular structure, C53H50Cl3Ge2NORhS8, with wB97M-V/def2-TZVPD.

Output
HOMO-LUMO gap (alpha / beta) (eV): 5.9 / 6.0
ΔE to the lowest compared entry with this formula, charge and spin (eV): 1.392
LUMO energy (alpha / beta) (eV): 2.05 / 0.77
Total energy (hartree): -11010.340674
Strongest force on any atom (eV Å⁻¹): 2.5
Net charge: -1
Molar mass (g/mol): 1328.010
Multiplicity: 5

Cartesian coordinates (Å):
1 Rh 2.468 0.351 1.964
2 O 9.339 1.532 2.090
3 C 8.154 1.337 2.116
4 S 6.947 2.604 2.376
5 C 5.508 1.599 2.266
6 C 5.734 0.244 2.047
7 S 4.566 -0.970 1.966
8 S 7.411 -0.255 1.901
9 S 4.011 2.354 2.453
10 C 6.702 -0.693 -3.226
11 C 5.354 -0.060 -3.434
12 C 4.284 -0.830 -3.874
13 C 3.018 -0.290 -4.036
14 C 1.899 -1.142 -4.574
15 C 2.808 1.058 -3.713
16 C 3.882 1.861 -3.320
17 C 3.691 3.309 -2.956
18 C 5.141 1.286 -3.188
19 C 1.448 1.653 -3.876
20 C 1.174 2.222 -5.119
21 C -0.053 2.798 -5.394
22 C -1.025 2.824 -4.413
23 C -0.782 2.268 -3.160
24 C 0.453 1.674 -2.878
25 Ge 0.686 0.786 -1.087
26 S 2.732 0.868 -0.306
27 S -0.605 1.320 0.736
28 Ge -0.617 -0.960 0.984
29 S 1.167 -1.669 2.037
30 S -0.237 -1.294 -1.237
31 C -2.256 -1.817 1.760
32 C -2.752 -3.018 1.235
33 C -3.896 -3.586 1.790
34 C -4.531 -2.991 2.866
35 C -4.020 -1.824 3.406
36 C -2.884 -1.227 2.867
37 C -2.374 0.032 3.480
38 C -2.794 1.275 3.000
39 C -3.768 1.392 1.856
40 C -2.281 2.433 3.577
41 C -1.376 2.382 4.623
42 C -0.781 3.633 5.211
43 C -1.016 1.137 5.127
44 C -1.506 -0.040 4.584
45 C -1.130 -1.364 5.192
46 C -2.096 -3.710 0.088
47 C -2.480 -3.387 -1.219
48 C -3.528 -2.334 -1.457
49 C -1.863 -4.026 -2.284
50 C -0.872 -4.977 -2.079
51 C -0.164 -5.622 -3.241
52 C -0.536 -5.315 -0.777
53 C -1.140 -4.707 0.318
54 C -0.772 -5.147 1.709
55 C -1.867 2.381 -2.144
56 C -2.977 1.535 -2.213
57 C -3.047 0.437 -3.239
58 C -4.031 1.734 -1.327
59 C -4.013 2.760 -0.394
60 C -5.192 3.014 0.507
61 C -2.887 3.572 -0.324
62 C -1.810 3.395 -1.181
63 C -0.589 4.268 -1.054
64 H 7.005 -1.258 -4.110
65 H 6.662 -1.387 -2.384
66 H 7.466 0.055 -3.012
67 H 4.442 -1.882 -4.089
68 H 2.300 -2.043 -5.039
69 H 1.307 -0.596 -5.310
70 H 1.224 -1.455 -3.776
71 H 2.832 3.743 -3.464
72 H 4.580 3.890 -3.203
73 H 3.524 3.394 -1.878
74 H 5.966 1.904 -2.847
75 H 1.947 2.196 -5.878
76 H -0.249 3.225 -6.371
77 H -1.989 3.282 -4.604
78 H -4.279 -4.510 1.372
79 H -5.423 -3.441 3.286
80 H -4.508 -1.355 4.253
81 H -4.250 0.441 1.638
82 H -3.245 1.721 0.955
83 H -4.540 2.129 2.089
84 H -2.589 3.396 3.182
85 H -1.257 4.526 4.809
86 H 0.287 3.679 4.984
87 H -0.889 3.640 6.298
88 H -0.331 1.082 5.966
89 H -0.593 -1.212 6.129
90 H -0.482 -1.926 4.516
91 H -2.014 -1.974 5.386
92 H -3.193 -1.370 -1.064
93 H -4.460 -2.591 -0.950
94 H -3.727 -2.223 -2.523
95 H -2.142 -3.757 -3.298
96 H -0.734 -5.507 -4.163
97 H -0.005 -6.685 -3.057
98 H 0.814 -5.156 -3.385
99 H 0.220 -6.074 -0.603
100 H -0.444 -6.188 1.702
101 H -1.610 -5.043 2.397
102 H 0.049 -4.540 2.093
103 H -2.106 -0.112 -3.286
104 H -3.246 0.846 -4.234
105 H -3.842 -0.266 -2.991
106 H -4.893 1.075 -1.378
107 H -5.894 2.181 0.479
108 H -5.720 3.916 0.190
109 H -4.869 3.164 1.538
110 H -2.845 4.361 0.420
111 H -0.799 5.138 -0.433
112 H -0.234 4.601 -2.029
113 H 0.223 3.707 -0.581
114 Cl 2.658 -1.078 7.411
115 C 3.240 -1.009 5.729
116 Cl 3.076 -2.663 5.037
117 Cl 4.953 -0.517 5.735
118 C 2.494 -0.054 4.942
119 N 2.105 0.505 3.995

---

Computed, not measured: 11 unconnected molecules or ions with the total composition C33H77N11O11, with wB97M-V/def2-TZVPD.

Output
HOMO-LUMO gap (eV): 9.1
ΔE to the lowest compared entry with this formula, charge and spin (eV): 10.503
SMILES string: CN(C)C=O.CN(C)C=O.CN(C)C=O.CN(C)C=O.CN(C)C=O.CN(C)C=O.CN(C)C=O.CN(C)C=O.CN(C)C=O.CN(C)C=O.CN(C)C=O
LUMO energy (eV): -0.05
Total energy (hartree): -2733.379496
Strongest force on any atom (eV Å⁻¹): 5.4
Net charge: 0
Molar mass (g/mol): 804.045

Cartesian coordinates (Å):
1 C 12.946 6.400 18.854
2 O 11.885 7.052 18.764
3 N 13.996 6.519 17.963
4 C 13.969 7.338 16.715
5 C 15.232 5.765 18.208
6 H 13.166 5.637 19.616
7 H 14.850 7.947 16.513
8 H 13.078 7.956 16.608
9 H 13.796 6.625 15.909
10 H 16.148 6.268 18.518
11 H 15.033 4.840 18.749
12 H 15.572 5.375 17.249
13 C 5.223 8.452 20.121
14 O 4.796 8.999 21.115
15 N 5.721 7.163 20.103
16 C 6.153 6.615 18.799
17 C 5.658 6.297 21.289
18 H 5.390 9.010 19.186
19 H 5.472 5.792 18.582
20 H 7.185 6.282 18.906
21 H 6.201 7.362 18.007
22 H 5.116 6.739 22.125
23 H 5.124 5.400 20.976
24 H 6.660 6.031 21.626
25 C 10.481 7.870 11.458
26 O 10.487 6.822 12.049
27 N 9.411 8.764 11.514
28 C 9.353 10.033 10.758
29 C 8.436 8.609 12.610
30 H 11.315 8.173 10.805
31 H 10.154 10.166 10.030
32 H 9.326 10.922 11.387
33 H 8.478 9.944 10.115
34 H 8.287 7.569 12.899
35 H 8.807 9.221 13.432
36 H 7.456 9.009 12.351
37 C 2.529 6.379 12.246
38 O 2.394 5.492 11.382
39 N 2.947 6.139 13.433
40 C 2.891 7.203 14.424
41 C 3.642 4.870 13.785
42 H 2.069 7.366 12.087
43 H 2.613 8.171 14.007
44 H 3.916 7.204 14.793
45 H 2.258 6.969 15.279
46 H 3.069 4.284 14.503
47 H 3.587 4.109 13.007
48 H 4.674 4.903 14.132
49 C 4.962 12.583 14.543
50 O 4.285 11.967 15.360
51 N 4.507 13.651 13.887
52 C 5.349 14.500 12.966
53 C 3.215 14.196 14.124
54 H 5.988 12.384 14.198
55 H 4.826 14.848 12.075
56 H 6.237 13.935 12.684
57 H 5.870 15.289 13.508
58 H 2.533 13.484 14.589
59 H 3.314 14.996 14.857
60 H 2.761 14.402 13.155
61 C 10.142 12.131 17.846
62 O 9.331 11.431 17.175
63 N 10.900 13.137 17.251
64 C 12.225 13.373 17.840
65 C 10.816 13.473 15.831
66 H 10.328 12.089 18.930
67 H 12.974 13.025 17.128
68 H 12.471 12.969 18.822
69 H 12.446 14.435 17.939
70 H 11.368 14.362 15.524
71 H 11.279 12.692 15.229
72 H 9.800 13.658 15.482
73 C -0.954 4.571 18.879
74 O -2.082 4.298 18.603
75 N 0.048 3.618 18.907
76 C 1.409 3.950 19.116
77 C -0.232 2.195 18.634
78 H -0.529 5.528 19.219
79 H 1.905 3.755 18.165
80 H 1.713 3.258 19.902
81 H 1.511 4.996 19.404
82 H -1.288 1.966 18.492
83 H 0.199 1.770 17.728
84 H 0.197 1.681 19.495
85 C 10.140 -0.166 20.593
86 O 9.584 -0.737 19.671
87 N 9.887 1.149 20.871
88 C 9.206 2.054 19.906
89 C 10.430 1.760 22.116
90 H 10.955 -0.561 21.218
91 H 9.895 2.747 19.424
92 H 8.418 2.592 20.432
93 H 8.718 1.507 19.099
94 H 11.315 2.354 21.885
95 H 9.660 2.423 22.509
96 H 10.748 1.102 22.925
97 C -0.634 10.878 20.036
98 O -1.529 10.040 20.108
99 N -0.433 11.632 18.922
100 C 0.688 12.570 18.897
101 C -1.073 11.248 17.640
102 H 0.046 11.135 20.864
103 H 0.757 13.106 17.951
104 H 1.659 12.076 18.921
105 H 0.468 13.344 19.633
106 H -0.360 11.151 16.822
107 H -1.572 10.280 17.680
108 H -1.735 12.031 17.269
109 C -1.018 7.829 26.007
110 O -1.782 8.136 26.946
111 N 0.087 8.463 25.598
112 C 0.963 7.883 24.622
113 C 0.632 9.573 26.262
114 H -1.205 6.964 25.352
115 H 1.265 8.727 24.002
116 H 0.430 7.135 24.034
117 H 1.841 7.476 25.124
118 H 1.296 9.300 27.082
119 H 1.124 10.211 25.528
120 H -0.117 10.303 26.569
121 C 7.805 11.456 27.262
122 O 8.546 10.734 27.912
123 N 6.892 10.942 26.378
124 C 6.125 11.908 25.659
125 C 6.647 9.556 26.034
126 H 7.715 12.549 27.354
127 H 6.421 12.896 26.010
128 H 5.049 11.745 25.724
129 H 6.413 11.977 24.610
130 H 6.918 9.199 25.041
131 H 7.245 8.956 26.720
132 H 5.605 9.309 26.240

---

Computed, not measured: a molecular structure, C9H14BrNO4, with wB97M-V/def2-TZVPD.

Output
HOMO-LUMO gap (alpha / beta) (eV): 7.8 / 5.7
ΔE to the lowest compared entry with this formula, charge and spin (eV): 0.000
LUMO energy (alpha / beta) (eV): 0.63 / -3.89
Total energy (hartree): -3280.738199
Strongest force on any atom (eV Å⁻¹): 3.5
Net charge: 0
Molar mass (g/mol): 280.118
Multiplicity: 3

Cartesian coordinates (Å):
1 C 0.690 -1.848 0.689
2 C 1.023 -1.719 -0.777
3 C 1.691 0.388 1.444
4 C 0.376 -0.335 1.188
5 C 1.056 -0.227 -0.994
6 C 2.518 0.435 0.161
7 C -0.147 0.224 -0.140
8 C -1.008 2.297 0.739
9 C -1.878 0.052 -1.740
10 N 2.854 1.842 -0.325
11 O 2.442 2.803 0.386
12 O 3.456 1.881 -1.409
13 O -0.159 1.627 -0.133
14 O -1.408 -0.287 -0.430
15 Br 4.146 -0.619 -0.079
16 H -0.261 -2.453 0.811
17 H 1.550 -2.370 1.263
18 H 1.949 -2.208 -1.165
19 H 0.193 -2.167 -1.400
20 H 1.463 1.413 1.818
21 H 2.367 -0.119 2.198
22 H -0.448 -0.468 1.997
23 H 1.330 0.235 -1.922
24 H -1.766 1.568 1.020
25 H -1.431 3.164 0.196
26 H -0.525 2.592 1.587
27 H -2.985 -0.274 -1.737
28 H -1.396 -0.621 -2.449
29 H -1.802 1.106 -2.066

---

Computed, not measured: C4H6S2 in the gas phase, with wB97M-V/def2-TZVPD.

Output
HOMO-LUMO gap (eV): 8.5
ΔE to the lowest compared entry with this formula, charge and spin (eV): 1.405
SMILES string: S=C[C@@H]1C[C@@H]1S
LUMO energy (eV): -0.18
Total energy (hartree): -952.317751
Strongest force on any atom (eV Å⁻¹): 2.3
Net charge: 0
Molar mass (g/mol): 118.226

Cartesian coordinates (Å):
1 C -1.223 0.550 -0.608
2 C -0.888 1.544 0.511
3 C 0.198 0.942 -0.365
4 C 1.057 0.010 0.417
5 H -3.004 -0.552 0.486
6 H -1.748 0.979 -1.464
7 H -0.964 1.269 1.543
8 H -1.065 2.613 0.448
9 H 0.697 1.513 -1.181
10 H 0.556 -0.444 1.239
11 S -1.882 -1.052 0.013
12 S 2.549 -0.426 -0.063

---

Computed, not measured: 5 unconnected molecules or ions with the total composition C13H37N3O7, with wB97M-V/def2-TZVPD.

Output
HOMO-LUMO gap (eV): 8.9
ΔE to the lowest compared entry with this formula, charge and spin (eV): 5.525
LUMO energy (eV): 0.46
Total energy (hartree): -1208.200083
Strongest force on any atom (eV Å⁻¹): 6.3
Net charge: 0
Molar mass (g/mol): 347.453

Cartesian coordinates (Å):
1 O 13.199 -21.408 40.480
2 H 13.340 -20.448 40.650
3 H 12.888 -21.524 39.566
4 H 14.149 -21.885 40.661
5 C 14.115 -18.581 40.502
6 O 13.141 -18.821 41.222
7 O 14.662 -17.349 40.501
8 O 14.844 -19.484 39.966
9 H 14.150 -16.790 41.006
10 C 11.586 -19.929 45.968
11 C 11.993 -19.135 44.794
12 C 13.384 -18.584 44.885
13 O 14.401 -19.622 44.919
14 C 15.700 -19.163 44.702
15 N 12.009 -20.160 43.714
16 H 10.556 -20.262 45.878
17 H 11.678 -19.281 46.993
18 H 12.151 -20.870 46.100
19 H 11.190 -18.398 44.645
20 H 13.624 -18.096 45.918
21 H 13.673 -17.980 44.045
22 H 16.390 -19.875 44.825
23 H 16.033 -18.478 45.318
24 H 15.726 -18.732 43.645
25 H 12.997 -20.450 43.715
26 H 11.880 -19.710 42.740
27 C 16.072 -21.763 42.340
28 C 16.512 -22.715 41.218
29 C 16.258 -24.183 41.667
30 O 17.161 -24.422 42.701
31 C 17.223 -25.712 43.210
32 N 15.773 -22.379 39.972
33 H 16.636 -22.007 43.443
34 H 15.119 -21.763 42.692
35 H 16.182 -20.654 41.793
36 H 17.439 -22.382 41.020
37 H 16.557 -24.868 40.999
38 H 15.197 -24.335 42.028
39 H 17.851 -26.380 42.730
40 H 16.126 -26.196 43.456
41 H 17.744 -25.615 44.244
42 H 16.146 -23.102 39.306
43 H 16.279 -21.561 39.553
44 C 13.741 -20.848 37.318
45 C 12.416 -21.681 37.204
46 C 12.433 -23.180 37.308
47 O 13.121 -23.764 38.460
48 C 13.280 -25.160 38.442
49 N 11.583 -21.193 38.298
50 H 14.372 -21.353 38.000
51 H 13.723 -19.789 37.282
52 H 14.317 -21.190 36.439
53 H 11.796 -21.473 36.345
54 H 12.824 -23.558 36.454
55 H 11.441 -23.703 37.466
56 H 14.218 -25.174 37.772
57 H 12.539 -25.807 38.012
58 H 13.699 -25.678 39.323
59 H 10.747 -21.820 38.537
60 H 10.878 -20.370 38.147